Entry 1:
Entry from OMol25: a molecular structure, C31H46Cl2F3N2O2PZr in a non-equilibrium geometry (wB97M-V/def2-TZVPD).

```
! RIJCOSX wB97M-V def2-TZVPD def2/J DEFGRID3
* xyz 4 1
C 7.525 -1.775 2.876
C 7.536 -2.556 1.533
C 6.850 -1.704 0.432
C 7.803 -1.343 -0.744
C 7.635 0.109 -1.236
C 6.178 0.446 -1.618
C 5.841 1.876 -1.111
C 4.408 2.261 -1.624
C 3.441 2.664 -0.490
C 1.963 2.412 -0.875
C 1.046 2.014 0.317
C -0.228 1.211 -0.099
C -0.989 2.001 -1.160
C -2.420 1.454 -1.550
C -3.197 0.708 -0.513
C -3.687 1.297 0.634
C -3.392 2.780 0.817
O -2.164 2.987 1.495
C -2.146 4.279 2.116
C -4.449 0.564 1.571
P -5.017 1.495 3.025
O -3.714 2.221 3.622
Cl -5.618 0.332 4.567
C -4.751 -0.840 1.264
C -5.627 -1.648 2.166
C -7.055 -1.020 2.105
C -7.967 -1.557 3.185
F -8.006 -2.832 3.494
C -8.805 -0.709 3.842
F -9.227 -0.908 5.050
F -9.251 0.371 3.261
C -4.245 -1.435 0.130
N -4.542 -2.757 -0.067
C -4.090 -3.269 -1.167
C -3.335 -2.493 -2.094
C -2.891 -3.160 -3.365
Cl -3.324 -2.123 -4.749
C -1.402 -3.550 -3.342
C -1.197 -4.741 -4.304
N -2.988 -1.212 -1.921
C -3.471 -0.723 -0.787
H 6.605 -2.050 3.400
H 7.479 -0.699 2.702
H 8.364 -2.061 3.508
H 8.552 -2.831 1.253
H 6.955 -3.473 1.636
H 6.408 -0.783 0.834
H 6.021 -2.272 -0.008
H 7.659 -2.016 -1.591
H 8.822 -1.427 -0.363
H 8.275 0.234 -2.112
H 7.962 0.777 -0.433
H 5.445 -0.224 -1.158
H 6.021 0.461 -2.702
H 5.813 1.847 -0.019
H 6.595 2.563 -1.499
H 4.555 3.095 -2.384
H 4.019 1.414 -2.191
H 3.595 3.763 -0.390
H 3.738 2.158 0.428
H 1.535 3.355 -1.303
H 1.866 1.673 -1.672
H 1.599 1.501 1.107
H 0.682 2.945 0.771
H 0.145 0.242 -0.447
H -0.802 1.100 0.819
H -0.433 2.046 -2.100
H -1.100 3.039 -0.835
H -2.303 0.888 -2.470
H -3.029 2.329 -1.811
H -3.399 3.321 -0.134
H -4.180 3.247 1.436
H -2.634 5.025 1.481
H -2.671 4.271 3.075
H -1.108 4.530 2.332
H -3.112 1.528 3.942
H -5.766 -2.665 1.812
H -5.255 -1.743 3.193
H -7.470 -1.361 1.135
H -7.052 0.065 2.046
H -4.302 -4.313 -1.373
H -3.473 -4.076 -3.485
H -0.787 -2.735 -3.726
H -1.084 -3.903 -2.357
H -1.634 -5.667 -3.926
H -0.136 -4.900 -4.499
H -1.653 -4.527 -5.275
Zr 3.642 5.186 -1.336
*
```

LUMO: -14.5 eV
HOMO level: -0.6316 Eh
gap between HOMO and LUMO: 2.704 eV

Okay, here come the Löwdin numbers, in e, for every atom:
1 C -0.10
2 C -0.23
3 C -0.22
4 C -0.19
5 C -0.19
6 C -0.20
7 C -0.18
8 C -0.20
9 C -0.22
10 C -0.18
11 C -0.17
12 C -0.18
13 C -0.16
14 C -0.08
15 C -0.01
16 C -0.13
17 C -0.19
18 O -0.21
19 C -0.06
20 C -0.16
21 P 0.72
22 O -0.26
23 Cl 0.54
24 C -0.06
25 C -0.13
26 C -0.11
27 C -0.18
28 F 0.19
29 C -0.26
30 F 0.27
31 F 0.24
32 C -0.15
33 N 0.19
34 C 0.02
35 C -0.20
36 C -0.65
37 Cl 0.71
38 C -0.25
39 C -0.09
40 N 0.22
41 C -0.09
42 H 0.07
43 H 0.06
44 H 0.07
45 H 0.10
46 H 0.10
47 H 0.08
48 H 0.10
49 H 0.12
50 H 0.11
51 H 0.12
52 H 0.11
53 H 0.11
54 H 0.12
55 H 0.11
56 H 0.12
57 H 0.10
58 H 0.13
59 H -0.04
60 H 0.15
61 H 0.10
62 H 0.13
63 H 0.13
64 H 0.11
65 H 0.13
66 H 0.10
67 H 0.11
68 H 0.11
69 H 0.12
70 H 0.14
71 H 0.13
72 H 0.11
73 H 0.11
74 H 0.09
75 H 0.09
76 H 0.10
77 H 0.12
78 H 0.11
79 H 0.17
80 H 0.09
81 H 0.15
82 H 0.11
83 H 0.11
84 H 0.12
85 H 0.09
86 H 0.09
87 H 0.08
88 Zr 1.70


Entry 2:
Entry from OMol25: a molecular structure, C31H46CrN2O4PSe (wB97M-V/def2-TZVPD).

```
! RIJCOSX wB97M-V def2-TZVPD def2/J DEFGRID3
* xyz -1 5
Cr -0.077 0.691 0.129
C -1.242 -4.753 1.506
C -0.237 -3.842 0.801
C -0.614 -3.521 -0.632
C -0.481 -4.535 -1.575
C -0.764 -4.314 -2.914
C -1.168 -3.052 -3.314
C -1.300 -2.007 -2.407
C -1.734 -0.657 -2.917
C -3.221 -0.634 -3.272
C -1.043 -2.252 -1.055
N -1.160 -1.203 -0.100
C -1.988 -1.389 0.878
C -1.978 -0.544 2.014
C -2.647 -0.662 3.233
C -2.131 0.348 4.048
C -1.177 1.026 3.272
N -1.091 0.501 2.040
H -0.899 -5.006 2.510
H -1.383 -5.682 0.949
H -2.218 -4.274 1.596
H 0.737 -4.338 0.785
H -0.106 -2.927 1.379
H -0.133 -5.508 -1.247
H -0.652 -5.111 -3.638
H -1.373 -2.855 -4.361
H -1.143 -0.420 -3.806
H -1.524 0.128 -2.194
H -3.460 -1.392 -4.023
H -3.502 0.343 -3.662
H -3.833 -0.826 -2.389
H -2.666 -2.245 0.866
H -3.400 -1.395 3.479
H -2.397 0.568 5.070
H -0.566 1.867 3.562
C 1.542 4.864 -1.722
C 2.046 3.469 -1.415
O 2.352 3.336 -0.007
P 1.179 2.791 0.944
O 0.462 4.190 1.274
C -0.734 4.193 2.068
C -1.476 5.477 1.790
O 1.981 2.597 2.344
C 2.618 1.337 2.569
C 4.121 1.498 2.502
H 1.344 4.950 -2.793
H 2.279 5.617 -1.438
H 0.615 5.062 -1.186
H 2.978 3.256 -1.937
H 1.324 2.704 -1.709
H -0.443 4.109 3.119
H -1.353 3.338 1.788
H -0.853 6.343 2.019
H -2.382 5.521 2.396
H -1.760 5.503 0.738
H 2.274 0.613 1.824
H 2.296 0.980 3.550
H 4.422 1.828 1.508
H 4.612 0.548 2.722
H 4.455 2.241 3.227
C 2.181 -1.191 -2.689
C 2.409 -0.487 -1.346
C 3.736 0.280 -1.409
C 2.503 -1.548 -0.242
O 1.381 0.422 -1.110
H 3.059 -1.770 -2.993
H 1.972 -0.438 -3.452
H 1.327 -1.866 -2.629
H 4.586 -0.395 -1.549
H 3.879 0.845 -0.487
H 3.713 0.988 -2.240
H 3.274 -2.290 -0.465
H 1.547 -2.061 -0.146
H 2.743 -1.083 0.717
Se -1.731 2.677 -1.009
C -3.514 2.092 -0.624
C -4.461 1.981 -1.647
C -5.760 1.569 -1.387
C -6.153 1.256 -0.091
C -5.229 1.381 0.938
C -3.932 1.802 0.677
H -4.163 2.222 -2.660
H -6.470 1.487 -2.203
H -7.164 0.925 0.112
H -5.513 1.149 1.958
H -3.232 1.908 1.496
*
```

<S²>: 6.017
LUMO (spin up / spin down): 2.7 / 2.7 eV
ΔE to the lowest compared entry with this formula, charge and spin: 0.000 eV
HOMO level (spin up / spin down): -0.1306 / -0.1494 Eh
gap between HOMO and LUMO (spin up / spin down): 6.285 / 6.795 eV

Okay, here come the Löwdin numbers, in e, for every atom:
1 Cr 0.44
2 C -0.09
3 C -0.21
4 C -0.18
5 C -0.06
6 C -0.09
7 C -0.06
8 C -0.18
9 C -0.20
10 C -0.08
11 C -0.17
12 N 0.03
13 C -0.08
14 C -0.35
15 C -0.06
16 C -0.10
17 C -0.18
18 N -0.03
19 H 0.07
20 H 0.07
21 H 0.06
22 H 0.11
23 H 0.10
24 H 0.11
25 H 0.09
26 H 0.11
27 H 0.12
28 H 0.03
29 H 0.07
30 H 0.06
31 H 0.08
32 H 0.14
33 H 0.09
34 H 0.08
35 H 0.09
36 C -0.08
37 C -0.29
38 O -0.26
39 P 0.76
40 O -0.28
41 C -0.33
42 C -0.08
43 O -0.26
44 C -0.30
45 C -0.07
46 H 0.08
47 H 0.07
48 H 0.05
49 H 0.11
50 H 0.07
51 H 0.11
52 H 0.05
53 H 0.07
54 H 0.08
55 H 0.06
56 H 0.07
57 H 0.12
58 H 0.06
59 H 0.08
60 H 0.07
61 C -0.03
62 C -0.72
63 C -0.04
64 C -0.03
65 O -0.36
66 H 0.08
67 H 0.09
68 H 0.06
69 H 0.08
70 H 0.06
71 H 0.07
72 H 0.09
73 H 0.05
74 H 0.07
75 Se 0.63
76 C -0.64
77 C -0.18
78 C -0.12
79 C -0.13
80 C -0.10
81 C -0.14
82 H 0.08
83 H 0.09
84 H 0.08
85 H 0.09
86 H 0.08


One value per record, in order, for energy: -3075.31141 -5406.78766 Eh.